ORCA calculation (ωB97M-V/def2-TZVPD) on a molecular structure, Cl2H4Si2 at a distorted geometry.

Last column: natural (NBO) charge in e.
Element x y z (Å)
Si 1.55 0.13 0.46  0.576
Si -1.26 -0.08 -0.48  0.833
Cl -2.41 1.59 0.12  -0.418
Cl -2.29 -1.70 0.20  -0.370
H 2.35 1.01 -0.20  -0.169
H 1.71 0.11 1.89  -0.140
H 2.02 -1.14 -0.09  -0.160
H -1.66 0.06 -1.90  -0.153

ΔE to the lowest compared entry with this formula, charge and spin ... 101.22 kJ/mol
HOMO-LUMO gap ... 8.8957 eV
Molecular weight ... 131.11 g mol⁻¹
HOMO energy ... -9.553 eV
E_tot ... -1501.7770 Eh